Model A:
ORCA calculation (ωB97M-V with the def2-TZVPD basis set) on a 3-piece molecular cluster, C2H12NO3 overall.

Last column: Mulliken charge in e.
Geometry (Å):
C: 0.22 -1.01 2.20  -0.400
O: 1.60 -0.75 2.09  -0.528
C: -0.56 -0.42 1.01  -0.476
N: 0.25 -0.43 -0.28  -0.220
H: -0.15 -0.51 3.10  0.332
H: -0.02 -2.06 2.21  0.336
H: 2.06 -0.98 2.89  0.321
H: -1.49 -1.01 0.92  0.332
H: -0.86 0.62 1.08  0.321
H: 1.16 -0.90 -0.21  0.354
H: 0.59 0.53 -0.43  0.309
H: -0.26 -0.85 -1.06  0.324
H: 0.76 2.37 -2.26  0.325
H: 2.22 1.85 -2.21  0.328
O: 1.43 2.00 -1.69  -0.675
H: -2.82 0.75 -1.94  0.334
H: -1.94 0.66 -3.09  0.319
O: -2.19 0.12 -2.33  -0.636

Properties
charge = +1
multiplicity = 1
E_HOMO = -14.77 eV

=====

Model B:
ORCA calculation (ωB97M-V with the def2-TZVPD basis set) on a 4-piece molecular cluster, C2H12NO3 overall.

Last column: Mulliken charge in e.
Geometry (Å):
C: 1.00 -0.14 0.89  -0.816
C: -1.14 0.25 -0.46  -0.229
N: -0.23 -0.55 0.13  0.059
H: 1.55 0.42 0.21  0.421
H: 0.69 0.31 1.91  0.293
H: 1.50 -1.12 1.13  0.294
H: -0.75 1.30 -0.77  0.337
H: -2.14 -0.18 -0.95  0.303
H: -0.20 -1.48 -0.18  0.302
H: -2.28 -2.93 1.47  0.321
H: -0.98 -3.41 0.81  0.333
O: -1.69 -2.73 0.70  -0.653
H: 1.66 3.28 1.62  0.262
H: 2.56 2.31 2.01  0.289
O: 1.77 2.38 1.55  -0.550
H: 0.19 -0.01 -3.44  0.321
H: -0.21 1.49 -3.36  0.340
O: 0.02 0.75 -2.74  -0.625

Properties
charge = +1
multiplicity = 1
E_HOMO = -15.06 eV

=====

Model C:
ORCA calculation (ωB97M-V with the def2-TZVPD basis set) on a 4-piece molecular cluster, C2H12NO3 overall.

Last column: Mulliken charge in e.
Geometry (Å):
C: -0.49 2.21 0.06  -0.624
C: -0.12 0.18 1.31  -0.057
N: -0.68 1.31 1.21  0.015
H: -0.04 3.15 0.34  0.312
H: -1.45 2.52 -0.36  0.295
H: 0.02 1.58 -0.66  0.256
H: 0.50 -0.22 0.52  0.058
H: -0.08 -0.52 2.13  0.403
H: -1.18 1.67 1.99  0.268
H: 2.89 -1.24 0.22  0.314
H: 3.26 -1.01 1.63  0.318
O: 2.48 -1.19 1.09  -0.626
H: -0.42 -1.97 -3.16  0.316
H: 0.76 -1.13 -3.61  0.314
O: 0.31 -1.45 -2.82  -0.615
H: -2.47 -1.14 0.62  0.303
H: -1.64 -1.68 -0.63  0.281
O: -1.65 -1.08 0.12  -0.532

Properties
charge = +1
multiplicity = 1
E_HOMO = -14.78 eV

=====

Model D:
ORCA calculation (ωB97M-V with the def2-TZVPD basis set) on a 3-piece molecular cluster, C2H12NO3 overall.

Last column: Mulliken charge in e.
Geometry (Å):
C: -0.13 -1.51 1.30  -0.345
O: 1.35 -1.29 1.01  -0.553
C: -0.96 -0.30 0.72  -0.473
N: 0.08 0.73 0.16  -0.187
H: -0.31 -1.61 2.34  0.364
H: -0.20 -2.42 0.76  0.264
H: 1.84 -1.33 1.83  0.302
H: -1.43 -0.76 -0.17  0.320
H: -1.63 0.24 1.40  0.407
H: 0.59 0.19 -0.54  0.347
H: 0.75 0.92 0.92  0.358
H: -0.32 1.57 -0.17  0.231
H: -2.26 3.43 -0.10  0.319
H: -1.03 3.87 -0.81  0.322
O: -1.46 3.05 -0.48  -0.682
H: 1.86 -1.33 -3.39  0.315
H: 1.79 -2.17 -2.27  0.311
O: 1.49 -1.29 -2.51  -0.619

Properties
charge = +1
multiplicity = 1
E_HOMO = -14.92 eV

=====

The structure with the greatest stability is model A.

=====

Model A:
ORCA calculation (ωB97M-V with the def2-TZVPD basis set) on a 2-piece molecular cluster, CH3Cl3Si overall.

Last column: Mulliken charge in e.
Geometry (Å):
C: 2.20 -0.26 0.10  -0.190
Si: 1.21 1.48 -0.26  0.258
Cl: 3.69 -0.19 -0.85  -0.170
Cl: 1.29 -1.71 -0.18  -0.147
Cl: -2.26 -1.22 -0.82  -0.263
H: 2.67 -0.20 1.13  0.322
H: -1.29 -2.18 -0.64  0.241
H: -0.06 0.79 -0.81  -0.050

Properties
multiplicity = 1
E_HOMO = -9.04 eV

=====

Model B:
ORCA calculation (ωB97M-V with the def2-TZVPD basis set) on one molecule with the formula CH3Cl3Si.

Last column: Mulliken charge in e.
Geometry (Å):
Cl: 2.54 -0.05 -0.31  -0.201
Si: 0.78 0.38 0.55  0.632
C: -0.69 -0.39 -0.41  -0.175
Cl: -1.23 0.67 -1.80  -0.188
Cl: -2.04 -0.60 0.68  -0.148
H: 0.49 1.72 0.51  -0.106
H: 0.51 -0.45 1.66  -0.115
H: -0.36 -1.28 -0.87  0.300

Properties
multiplicity = 1
E_HOMO = -10.32 eV

=====

The structure with the greatest stability is model B.